*w*
Here is 13 unconnected molecules or ions with the total composition C4H24BO20 from OMol25. Energies are from ωB97M-V with the def2-TZVPD basis set.

XYZ file:
```
49
C4H24BO20 (ωB97M-V with the def2-TZVPD basis set)
O 1.917 1.708 -2.847
C 1.378 0.856 -2.158
O 0.805 0.990 -0.987
B 0.570 -0.352 -0.411
O 0.867 -1.363 -1.495
C 1.322 -0.681 -2.544
O 1.629 -1.201 -3.597
O -0.885 -0.539 -0.077
C -1.114 -0.714 1.197
O -2.133 -0.739 1.851
C 0.287 -0.831 1.818
O 1.169 -0.577 0.878
O 0.565 -1.170 3.009
O -3.044 3.277 4.236
H -3.061 3.297 3.279
H -2.232 2.820 4.452
O 4.304 -0.102 -8.601
H 4.190 0.700 -8.092
H 3.687 -0.723 -8.213
O -3.171 4.481 -0.120
H -2.660 4.351 -0.919
H -3.652 5.294 -0.273
O -1.581 -3.644 -6.342
H -1.428 -3.260 -5.479
H -1.205 -3.013 -6.956
O -0.134 -6.018 5.083
H -1.006 -6.188 4.729
H 0.186 -5.266 4.584
O 4.264 -3.642 2.894
H 3.632 -3.220 2.311
H 4.360 -3.032 3.625
O 1.084 6.162 -4.287
H 0.188 5.965 -4.559
H 1.526 5.313 -4.282
O -6.809 -1.598 -1.055
H -6.304 -2.006 -0.352
H -6.308 -1.783 -1.850
O 4.878 -1.039 6.004
H 5.409 -0.344 6.393
H 3.974 -0.773 6.171
O 0.339 0.924 8.593
H 0.091 1.846 8.526
H 0.965 0.791 7.881
O 4.718 4.198 -7.939
H 3.944 4.339 -7.393
H 5.347 4.853 -7.637
O -7.282 -2.741 3.438
H -6.997 -3.510 3.932
H -6.589 -2.095 3.579
```

Computed properties:
E_HOMO, Ha: -0.283
Molecular weight, g mol⁻¹: 403.0
Net charge: -1



*x*
Here is 13 unconnected molecules or ions with the total composition C4H24BO20 from OMol25. Energies are from ωB97M-V with the def2-TZVPD basis set.

XYZ file:
```
49
C4H24BO20 (ωB97M-V with the def2-TZVPD basis set)
O -1.625 2.656 0.427
C -1.002 1.637 0.388
O -0.677 0.975 -0.706
B 0.094 -0.239 -0.362
O 0.174 -0.212 1.108
C -0.404 0.857 1.589
O -0.529 1.163 2.743
O 1.445 -0.184 -0.947
C 1.643 -1.225 -1.727
O 2.624 -1.483 -2.355
C 0.358 -2.086 -1.680
O -0.492 -1.490 -0.846
O 0.184 -3.149 -2.192
O -0.217 5.314 -0.869
H -0.197 6.183 -0.459
H 0.256 4.739 -0.260
O 4.961 0.012 -1.444
H 4.319 -0.439 -2.012
H 4.467 0.753 -1.079
O -3.374 4.493 1.795
H -3.983 4.650 1.069
H -2.706 3.899 1.418
O -1.524 -4.477 -4.184
H -1.268 -4.253 -3.280
H -1.293 -3.692 -4.689
O 3.677 -0.340 1.369
H 4.410 -0.584 0.793
H 3.002 -1.014 1.230
O -2.204 3.998 -2.500
H -1.398 4.336 -2.081
H -2.894 4.587 -2.185
O 2.285 -3.906 -4.749
H 2.056 -4.738 -5.172
H 1.938 -3.981 -3.852
O -3.060 -0.811 4.253
H -2.104 -0.791 4.136
H -3.407 -0.401 3.455
O 1.645 -1.848 2.975
H 2.313 -2.464 3.297
H 1.928 -0.985 3.299
O 0.108 -3.760 1.484
H -0.482 -3.138 1.046
H 0.662 -3.203 2.050
O -3.135 -0.245 -2.051
H -2.540 -0.972 -1.841
H -2.552 0.495 -2.259
O -0.273 1.632 5.574
H -0.959 2.301 5.651
H -0.251 1.428 4.628
```

Computed properties:
E_HOMO, Ha: -0.312
Molecular weight, g mol⁻¹: 403.0
Net charge: -1



*x* wins, 2.265 eV ahead of the next structure.



*w*
Here is 2 unconnected molecules or ions with the total composition C6H17NO from OMol25. Energies are from ωB97M-V with the def2-TZVPD basis set.

XYZ file:
```
25
C6H17NO (ωB97M-V with the def2-TZVPD basis set)
C -1.536 -0.133 3.629
C -2.257 0.489 2.420
C -2.176 -0.312 1.028
C -0.829 -0.032 0.371
C -0.478 -0.988 -0.796
C 0.508 -0.202 -1.657
N 1.719 0.097 -0.903
H -2.050 -1.058 3.819
H -1.479 0.576 4.424
H -0.529 -0.194 3.274
H -1.991 1.514 2.166
H -3.319 0.352 2.682
H -2.934 0.259 0.477
H -2.636 -1.303 1.091
H -0.959 1.010 0.091
H -0.035 -0.171 1.138
H -1.355 -1.300 -1.435
H -0.099 -1.978 -0.612
H 0.643 -0.653 -2.687
H 0.072 0.717 -2.029
H 2.623 0.013 -1.330
H 1.670 1.026 -0.511
O 4.147 0.711 -3.371
H 4.536 0.922 -4.239
H 3.282 1.136 -3.401
```

Computed properties:
E_HOMO, Ha: -0.333
Molecular weight, g mol⁻¹: 119.2
Structure (SMILES): CCCCCCN.O



*x*
Here is 3 unconnected molecules or ions with the total composition C6H17NO from OMol25. Energies are from ωB97M-V with the def2-TZVPD basis set.

XYZ file:
```
25
C6H17NO (ωB97M-V with the def2-TZVPD basis set)
H 0.244 -2.486 1.528
N 0.014 -1.513 1.695
C -1.230 -1.243 1.873
C -1.645 0.150 2.198
H -1.976 -2.027 2.017
H -0.922 0.862 1.803
H -2.613 0.363 1.748
H -1.740 0.251 3.283
C 1.923 0.487 -2.257
C 1.161 0.932 -1.005
C 2.049 1.761 -0.079
O 0.675 -0.210 -0.360
H 2.795 -0.102 -1.966
H 1.284 -0.142 -2.875
H 2.275 1.345 -2.835
H 0.306 1.558 -1.323
H 2.396 2.665 -0.584
H 1.501 2.043 0.822
H 2.934 1.191 0.210
H 0.610 -0.711 0.725
C -2.024 -1.050 -0.871
H -0.934 -0.626 -0.640
H -2.077 -2.136 -0.783
H -2.120 -0.782 -1.922
H -2.887 -0.583 -0.402
```

Computed properties:
E_HOMO, Ha: -0.318
Molecular weight, g mol⁻¹: 119.2
Structure (SMILES): [H]/N=C/C.CC(C)O.C



*y*
Here is 4 unconnected molecules or ions with the total composition C6H17NO from OMol25. Energies are from ωB97M-V with the def2-TZVPD basis set.

XYZ file:
```
25
C6H17NO (ωB97M-V with the def2-TZVPD basis set)
C 2.224 1.396 -0.552
C 1.092 0.666 -0.873
C 0.152 0.009 0.082
C -0.801 -0.934 -1.053
C -0.247 -2.331 -1.176
C -2.278 -0.692 -0.778
N 1.911 1.189 2.145
H 2.733 0.870 0.297
H -0.168 0.320 2.182
H 2.754 2.344 -0.662
H 1.146 -0.010 -1.749
H -0.613 0.817 -0.218
H 0.590 -0.294 1.043
H -0.794 -0.269 -1.923
H 0.831 -2.114 -1.284
H -0.463 -2.943 -0.306
H -0.613 -2.740 -2.132
H -3.038 -1.214 -1.372
H -2.451 -1.115 0.236
H -2.572 0.345 -0.791
H 1.756 0.500 1.454
H 0.810 1.275 2.672
H 1.720 2.050 1.594
H -1.925 1.627 2.020
O -1.758 1.248 1.143
```

Computed properties:
E_HOMO, Ha: -0.293
Molecular weight, g mol⁻¹: 119.2



*z*
Here is 2 unconnected molecules or ions with the total composition C6H17NO from OMol25. Energies are from ωB97M-V with the def2-TZVPD basis set.

XYZ file:
```
25
C6H17NO (ωB97M-V with the def2-TZVPD basis set)
C -1.360 1.716 1.389
C -0.994 0.204 1.187
N -0.139 -0.024 0.072
C 1.289 -0.200 0.473
C 1.646 -1.621 0.922
C -0.516 -1.178 -0.820
C 0.034 -0.941 -2.240
H -0.391 2.235 1.385
H -1.864 1.700 2.359
H -2.036 1.993 0.558
H -0.651 -0.211 2.137
H -1.948 -0.374 1.102
H 1.711 0.526 1.232
H 1.833 -0.042 -0.472
H 0.918 -1.944 1.668
H 2.685 -1.743 1.292
H 1.661 -2.386 0.179
H -1.564 -0.942 -0.944
H -0.426 -2.124 -0.269
H -0.472 -0.006 -2.588
H -0.408 -1.521 -3.013
H 1.111 -0.972 -2.257
O -0.180 2.933 -1.403
H -0.633 2.307 -0.818
H 0.696 2.616 -1.131
```

Computed properties:
E_HOMO, Ha: -0.322
Molecular weight, g mol⁻¹: 119.2
Structure (SMILES): CCN(CC)CC.O



*w* wins, 0.229 eV ahead of the next structure.



*w*
Here is a molecular structure, C4H5NO from OMol25. Energies are from ωB97M-V with the def2-TZVPD basis set.

XYZ file:
```
11
C4H5NO (ωB97M-V with the def2-TZVPD basis set)
O -0.702 1.363 -0.909
C -0.670 0.210 -0.216
C -0.154 -1.106 -0.610
C 0.480 -0.439 0.584
C 1.734 0.297 0.552
N 2.734 0.883 0.575
H -0.852 2.044 -0.242
H -1.777 0.082 0.390
H -1.367 -0.944 -0.177
H 0.307 -1.539 -1.517
H 0.267 -0.850 1.571
```

Computed properties:
E_HOMO, Ha: -0.340
Molecular weight, g mol⁻¹: 83.1



*x*
Here is C4H5NO in the gas phase from OMol25. Energies are from ωB97M-V with the def2-TZVPD basis set.

XYZ file:
```
11
C4H5NO (ωB97M-V with the def2-TZVPD basis set)
C 1.139 0.016 -2.062
C 0.206 -0.276 -0.986
C -0.402 -0.477 0.036
C -0.531 -0.472 1.491
N -1.465 0.392 1.977
O 0.217 -1.124 2.193
H 1.447 1.063 -1.971
H 0.732 -0.147 -3.061
H 2.024 -0.613 -1.925
H -1.385 0.643 2.950
H -1.981 0.994 1.357
```

Computed properties:
E_HOMO, Ha: -0.362
Molecular weight, g mol⁻¹: 83.1
Structure (SMILES): CC#CC(N)=O



*x* wins, 4.004 eV ahead of the next structure.



*w*
Here is C5H7NO2 in the gas phase from OMol25. Energies are from ωB97M-V with the def2-TZVPD basis set.

XYZ file:
```
15
C5H7NO2 (ωB97M-V with the def2-TZVPD basis set)
C -3.160 -0.282 0.028
O -1.788 0.302 -0.333
N -0.899 -0.644 -0.032
C 0.432 -0.447 0.033
C 1.061 0.880 0.110
C 2.490 0.651 -0.072
C 2.561 -0.700 0.057
O 1.470 -1.396 -0.081
H -3.931 0.575 0.346
H -3.597 -0.872 -0.680
H -3.113 -0.982 0.973
H 0.667 1.440 1.112
H 0.975 1.587 -0.725
H 3.474 1.162 -0.397
H 3.358 -1.274 -0.339
```

Computed properties:
E_HOMO, Ha: -0.301
Molecular weight, g mol⁻¹: 113.1
Structure (SMILES): CO/N=C1\CC=CO1



*x*
Here is C5H7NO2 in the gas phase from OMol25. Energies are from ωB97M-V with the def2-TZVPD basis set.

XYZ file:
```
15
C5H7NO2 (ωB97M-V with the def2-TZVPD basis set)
C -2.603 -0.230 0.109
C -1.181 0.168 -0.030
N -0.803 1.315 -0.304
O 0.556 1.614 -0.082
C 1.359 0.540 0.511
C 2.485 -0.396 -0.109
C 1.021 -0.725 -0.391
O -0.396 -1.136 0.029
H -3.451 0.519 -0.415
H -2.782 -0.896 -0.626
H -2.961 -0.483 1.153
H 1.471 0.597 1.643
H 3.080 -0.749 0.604
H 3.281 -0.090 -0.872
H 0.925 -0.048 -1.219
```

Computed properties:
E_HOMO, Ha: -0.340
Molecular weight, g mol⁻¹: 113.1
Structure (SMILES): CC1=NO[C@@H]2C[C@H]2O1



*y*
Here is C5H7NO2 in the gas phase from OMol25. Energies are from ωB97M-V with the def2-TZVPD basis set.

XYZ file:
```
15
C5H7NO2 (ωB97M-V with the def2-TZVPD basis set)
O -1.166 -1.616 1.994
C -1.423 -0.992 1.003
O -2.520 -0.926 0.411
C -0.345 -0.144 0.412
C 0.977 -0.035 0.815
C 1.738 0.806 -0.140
N 0.926 1.002 -1.340
C -0.437 0.650 -0.812
H -2.876 -1.936 0.383
H 1.239 -0.773 1.640
H 2.651 0.463 -0.575
H 1.982 1.623 0.605
H 0.899 0.514 -2.031
H -0.936 1.485 -0.845
H -0.710 -0.121 -1.520
```

Computed properties:
E_HOMO, Ha: -0.329
Molecular weight, g mol⁻¹: 113.1
Structure (SMILES): O=C(O)C1=CCNC1



*y* wins, 2.000 eV ahead of the next structure.